1.
{"formula": "C28H19Cl2N3O3PtS", "method": "wB97M-V/def2-TZVPD", "species": ["Pt", "Cl", "C", "C", "C", "Cl", "C", "O", "C", "C", "O", "C", "H", "H", "H", "C", "C", "C", "C", "C", "C", "N", "N", "C", "C", "C", "C", "C", "N", "H", "H", "H", "H", "H", "H", "H", "H", "H", "C", "C", "O", "S", "C", "C", "C", "C", "C", "C", "C", "C", "H", "H", "H", "H", "H", "H", "H"], "xyz": [[-0.026, 0.167, -0.155], [6.247, 3.916, -0.138], [4.922, 2.796, -0.247], [5.193, 1.444, -0.528], [4.177, 0.540, -0.625], [4.534, -1.113, -0.973], [2.803, 0.909, -0.447], [1.919, -0.004, -0.585], [2.567, 2.282, -0.149], [1.268, 2.827, 0.070], [0.181, 2.232, 0.122], [3.640, 3.206, -0.066], [6.214, 1.117, -0.669], [1.227, 3.913, 0.218], [3.425, 4.245, 0.150], [-4.862, 0.333, -2.743], [-5.272, 0.444, -1.418], [-4.341, 0.425, -0.396], [-2.994, 0.297, -0.713], [-2.573, 0.182, -2.027], [-3.517, 0.202, -3.045], [-1.980, 0.273, 0.339], [-2.459, 0.342, 1.477], [-1.602, 0.306, 2.635], [-2.284, 0.336, 3.841], [-1.527, 0.292, 5.004], [-0.149, 0.218, 4.902], [0.429, 0.192, 3.636], [-0.289, 0.239, 2.524], [-5.597, 0.347, -3.538], [-6.322, 0.546, -1.181], [-4.649, 0.509, 0.635], [-1.519, 0.064, -2.237], [-3.193, 0.110, -4.073], [-3.363, 0.389, 3.853], [-2.011, 0.313, 5.971], [0.475, 0.179, 5.785], [1.504, 0.127, 3.510], [-4.023, -7.758, -1.210], [-3.166, -8.942, -1.576], [-3.609, -10.050, -1.723], [-1.399, -8.737, -1.792], [-1.116, -7.018, -1.465], [-1.290, -6.073, -2.472], [-1.073, -4.731, -2.217], [-0.669, -4.300, -0.950], [-0.475, -5.259, 0.049], [-0.693, -6.601, -0.206], [-0.454, -2.908, -0.687], [-0.260, -1.732, -0.477], [-4.912, -8.134, -0.710], [-4.325, -7.257, -2.132], [-3.505, -7.033, -0.589], [-1.596, -6.398, -3.459], [-1.210, -3.997, -3.000], [-0.146, -4.935, 1.028], [-0.539, -7.337, 0.573]], "forces_ev_per_angstrom": [[-0.102, -0.008, -0.077], [-0.026, -0.021, -0.001], [0.021, -0.010, -0.006], [0.031, 0.027, 0.008], [0.020, -0.009, -0.028], [-0.028, 0.018, 0.003], [-0.009, -0.018, -0.030], [0.154, -0.025, -0.045], [-0.043, 0.085, 0.015], [0.010, -0.064, -0.014], [-0.010, 0.046, 0.011], [-0.004, -0.019, 0.005], [-0.002, 0.004, -0.001], [0.012, 0.001, 0.019], [-0.002, -0.002, -0.001], [-0.046, 0.004, 0.013], [0.022, -0.001, -0.019], [-0.089, 0.018, -0.033], [0.319, -0.023, 0.217], [-0.080, -0.008, -0.072], [0.071, -0.002, 0.037], [-0.236, 0.053, -0.164], [0.329, -0.003, 0.464], [-0.363, -0.005, -0.616], [0.112, -0.009, 0.215], [-0.108, 0.006, -0.066], [0.078, -0.012, -0.024], [-0.121, -0.026, 0.086], [0.075, 0.080, 0.225], [0.001, 0.001, 0.001], [-0.003, -0.002, -0.007], [0.004, -0.001, -0.021], [0.007, -0.001, -0.027], [-0.007, 0.000, 0.000], [0.004, 0.001, -0.022], [0.010, -0.001, 0.003], [0.004, 0.000, -0.010], [0.002, 0.014, 0.010], [-0.015, 0.001, -0.091], [0.003, -0.108, 0.219], [0.012, 0.042, -0.075], [-0.026, -0.021, -0.024], [0.014, 0.105, -0.019], [0.014, 0.014, -0.005], [-0.018, -0.004, -0.013], [0.006, 0.021, -0.005], [0.021, 0.027, 0.009], [-0.011, -0.067, -0.016], [-0.002, -0.037, 0.010], [-0.004, -0.084, -0.062], [-0.002, -0.004, -0.019], [0.011, 0.036, 0.010], [0.013, -0.005, 0.026], [0.002, 0.003, 0.003], [-0.005, -0.005, 0.001], [-0.007, -0.009, -0.001], [-0.010, 0.007, 0.001]], "mulliken_charge": [0.943, -0.225, 0.231, -0.542, 0.263, -0.187, 0.428, -0.783, 0.826, -0.086, -0.735, -1.064, 0.438, 0.318, 0.381, -0.440, -0.659, -0.279, 0.870, -0.368, -0.924, 0.491, -0.554, 0.215, -0.424, -0.412, -0.679, -0.306, -0.088, 0.394, 0.370, 0.416, 0.355, 0.385, 0.455, 0.395, 0.389, 0.464, -0.916, 0.636, -0.544, -0.127, -0.467, -0.137, -0.616, 0.311, -0.599, -0.181, 2.481, -2.769, 0.329, 0.255, 0.309, 0.462, 0.443, 0.446, 0.414], "e_tot_ha": -2906.203738, "orbital_gap_ev": 6.49, "relative_energy_ev": 0.000}

2.
{"formula": "C28H19I2KN7O6S2", "method": "wB97M-V/def2-TZVPD", "species": ["K", "O", "C", "O", "C", "C", "C", "C", "C", "C", "N", "O", "O", "N", "O", "O", "H", "H", "H", "I", "I", "S", "C", "N", "C", "C", "C", "C", "C", "C", "H", "H", "H", "H", "H", "N", "C", "N", "C", "N", "N", "S", "C", "C", "C", "C", "C", "C", "C", "C", "C", "C", "C", "C", "H", "H", "H", "H", "H", "H", "H", "H", "H", "H", "H"], "xyz": [[-0.606, 0.048, -0.072], [-2.243, -0.425, -1.840], [-2.979, -1.030, -1.034], [-2.786, -1.264, 0.169], [-4.314, -1.541, -1.616], [-5.235, -2.190, -0.806], [-6.429, -2.628, -1.356], [-6.744, -2.450, -2.693], [-5.803, -1.799, -3.471], [-4.598, -1.343, -2.957], [-6.103, -1.587, -4.889], [-5.299, -0.971, -5.556], [-7.147, -2.041, -5.321], [-7.404, -3.305, -0.503], [-8.448, -3.668, -1.014], [-7.135, -3.444, 0.672], [-5.000, -2.338, 0.238], [-7.676, -2.799, -3.107], [-3.876, -0.838, -3.582], [2.928, 0.171, -0.521], [4.412, 2.452, -0.405], [-0.293, 4.727, 1.270], [0.494, 3.521, 0.303], [-0.234, 2.905, -0.554], [-1.538, 3.355, -0.502], [-2.586, 2.858, -1.279], [-3.846, 3.389, -1.097], [-4.073, 4.403, -0.160], [-3.049, 4.900, 0.621], [-1.778, 4.364, 0.446], [1.547, 3.318, 0.440], [-2.400, 2.052, -1.977], [-4.674, 3.012, -1.682], [-5.073, 4.798, -0.038], [-3.232, 5.675, 1.352], [1.451, -1.851, -0.560], [1.674, -2.999, -0.526], [1.905, -4.275, -0.514], [1.978, -4.729, 0.738], [2.053, -5.166, 1.808], [0.328, 0.892, 2.340], [0.860, -0.545, 2.728], [-0.068, -1.257, 4.088], [-0.772, -2.424, 3.829], [-1.551, -2.982, 4.833], [-1.622, -2.370, 6.075], [-0.916, -1.200, 6.324], [-0.133, -0.642, 5.329], [2.475, -0.437, 3.507], [3.197, 0.736, 3.374], [4.490, 0.798, 3.870], [5.052, -0.311, 4.483], [4.325, -1.489, 4.597], [3.032, -1.559, 4.105], [0.317, 1.499, 3.161], [-0.709, -2.887, 2.852], [-2.100, -3.893, 4.640], [-2.230, -2.803, 6.858], [-0.976, -0.729, 7.296], [0.432, 0.265, 5.512], [2.751, 1.580, 2.862], [5.061, 1.709, 3.757], [6.065, -0.265, 4.862], [4.770, -2.361, 5.057], [2.468, -2.482, 4.168]], "forces_ev_per_angstrom": [[0.715, 0.254, 0.195], [-0.216, 0.082, -0.495], [-0.777, -0.256, -0.467], [-0.063, -0.152, 0.440], [0.141, 0.044, 0.051], [0.035, 0.012, 0.006], [0.260, 0.140, -0.315], [0.123, 0.034, 0.069], [0.083, -0.045, 0.382], [-0.120, -0.025, -0.115], [-0.124, -0.002, -0.297], [0.043, 0.019, 0.031], [0.000, 0.001, 0.031], [-0.348, 0.007, 0.203], [0.017, -0.064, -0.032], [0.072, -0.049, 0.019], [-0.025, -0.012, -0.002], [-0.005, -0.004, 0.004], [0.017, 0.007, 0.005], [-0.032, -0.232, -0.005], [0.130, 0.197, 0.063], [-0.128, 0.015, -0.028], [0.122, -0.012, 0.013], [0.211, -0.203, -0.118], [-0.288, 0.197, 0.180], [-0.007, 0.007, 0.009], [0.013, -0.022, -0.020], [-0.044, 0.044, 0.029], [-0.036, 0.030, 0.025], [0.106, -0.094, -0.076], [0.056, -0.014, 0.012], [-0.008, -0.019, -0.019], [0.001, -0.012, -0.009], [-0.006, 0.009, 0.004], [-0.013, 0.008, 0.003], [-0.096, 0.243, -0.180], [0.176, -0.420, -0.103], [-0.129, 0.570, 0.375], [0.069, -0.263, -0.053], [-0.015, -0.028, 0.034], [0.135, -0.055, 0.382], [-0.043, -0.006, -0.134], [0.019, -0.102, -0.034], [0.074, 0.096, -0.059], [-0.022, -0.017, 0.038], [-0.048, -0.074, -0.020], [0.018, 0.040, 0.030], [0.072, 0.110, 0.003], [-0.006, -0.009, 0.008], [-0.155, 0.048, -0.075], [0.092, 0.010, 0.050], [0.032, 0.036, 0.002], [-0.026, -0.036, 0.011], [-0.012, -0.058, -0.020], [-0.068, 0.066, -0.043], [-0.004, -0.018, -0.005], [-0.006, -0.005, 0.002], [-0.014, -0.019, -0.006], [0.013, 0.020, 0.006], [0.003, 0.009, 0.027], [0.002, -0.005, -0.020], [0.016, 0.010, 0.002], [0.009, 0.004, -0.004], [-0.004, -0.007, 0.003], [0.007, -0.027, 0.004]], "mulliken_charge": [0.746, -0.919, 0.964, -0.892, -0.078, -0.461, -0.027, -0.238, -0.069, -0.623, 1.069, -0.622, -0.640, 1.067, -0.639, -0.625, 0.592, 0.600, 0.618, 0.356, -0.394, -0.261, 0.156, -0.400, -0.227, -0.352, -0.706, -0.402, -0.493, 0.817, 0.111, 0.547, 0.405, 0.371, 0.380, -0.576, 0.495, -0.753, 0.579, -0.602, -0.536, 0.763, 0.117, -0.174, -0.614, -0.361, -0.738, -0.289, 0.195, -0.196, -0.624, -0.413, -0.561, -0.625, 0.177, 0.404, 0.403, 0.372, 0.382, 0.335, 0.513, 0.404, 0.371, 0.397, 0.423], "e_tot_ha": -3904.827774, "orbital_gap_ev": 7.41, "charge": -1}